Record 1
This record from the OMol25 dataset describes a 6-piece molecular cluster, C38H55Br2F5N7O4 overall in a non-equilibrium geometry. The level of theory is ωB97M-V/def2-TZVPD.

## Properties
Gap between HOMO and LUMO, eV: 6.461
DFT total energy, eV: -212560.1641
LUMO level, eV: -4.6

Geometry as ORCA input:
```
! RIJCOSX wB97M-V def2-TZVPD def2/J DEFGRID3
* xyz 1 1
C 8.453 3.452 2.405
C 7.713 2.084 1.788
O 8.186 0.909 2.203
O 6.577 2.318 0.887
C 6.600 1.458 -0.301
C 5.127 0.985 -0.854
C 3.865 1.889 -0.332
C 3.499 1.438 1.200
C 2.154 0.484 1.459
C 1.347 -0.500 0.418
C -0.388 -0.113 0.595
C -1.447 -1.343 0.002
O -1.177 -1.004 1.594
N 1.758 0.697 2.786
C 2.638 1.670 3.532
N 3.775 0.732 3.992
C 3.211 -0.416 4.562
O 2.874 -1.274 5.565
C 2.183 2.319 4.956
Br 3.666 2.627 6.322
C 0.828 2.751 5.377
C 0.617 3.378 6.888
Br -0.720 2.575 4.129
C 3.416 2.560 2.399
C 2.981 4.099 2.077
F 4.163 4.758 1.405
F 2.717 4.943 3.286
C 1.697 4.288 1.082
F 1.031 5.577 1.508
F 2.028 4.466 -0.352
F 0.649 3.250 1.186
H 9.050 3.225 3.391
H 7.543 4.151 2.733
H 9.086 3.938 1.549
H 7.244 0.473 -0.188
H 7.143 2.086 -1.159
H 5.223 0.938 -2.042
H 4.998 -0.148 -0.514
H 2.959 1.701 -1.083
H 4.162 3.013 -0.467
H 4.365 0.646 1.421
H 1.380 -1.638 0.688
H 1.551 -0.264 -0.718
H -0.725 1.084 0.419
H -0.489 -1.756 -0.584
H -1.660 -2.382 0.449
H 0.904 0.169 3.068
H -0.479 3.745 7.084
H 1.353 4.301 7.041
H 0.941 2.597 7.728
H 4.557 2.603 2.750
C -6.348 -0.466 -3.022
C -6.215 0.145 -1.631
C -4.974 -0.344 -0.882
C -5.043 -1.851 -0.702
N -5.100 -3.102 -0.554
H -6.464 -1.554 -2.976
H -7.232 -0.067 -3.530
H -5.469 -0.238 -3.636
H -7.117 -0.092 -1.052
H -6.171 1.236 -1.725
H -4.917 0.133 0.102
H -4.065 -0.088 -1.436
C -2.320 3.919 -4.023
C -2.188 4.530 -2.631
C -0.946 4.041 -1.882
C -1.015 2.534 -1.703
N -1.072 1.283 -1.554
H -2.436 2.831 -3.977
H -3.204 4.318 -4.530
H -1.441 4.147 -4.637
H -3.089 4.293 -2.053
H -2.143 5.621 -2.725
H -0.889 4.518 -0.898
H -0.037 4.297 -2.437
C 1.594 -6.518 3.078
C 2.282 -5.256 2.566
C 1.338 -4.340 1.785
C 0.795 -5.077 0.571
N 0.344 -5.688 -0.435
H 1.225 -7.139 2.256
H 2.298 -7.127 3.654
H 0.749 -6.267 3.729
H 3.128 -5.546 1.932
H 2.692 -4.704 3.419
H 1.874 -3.445 1.451
H 0.502 -4.020 2.416
C -10.838 -1.176 -3.986
C -11.555 -1.118 -2.641
C -11.481 0.262 -1.985
C -10.029 0.634 -1.734
N -8.825 0.943 -1.525
H -9.766 -0.977 -3.881
H -10.941 -2.171 -4.429
H -11.258 -0.445 -4.686
H -11.118 -1.871 -1.973
H -12.606 -1.390 -2.787
H -12.021 0.255 -1.033
H -11.941 1.019 -2.630
C 2.495 -5.590 -3.580
C 3.692 -5.020 -4.336
C 4.853 -4.644 -3.413
C 4.401 -3.581 -2.426
N 4.025 -2.699 -1.607
H 2.070 -4.858 -2.886
H 1.703 -5.871 -4.281
H 2.779 -6.482 -3.011
H 3.367 -4.140 -4.903
H 4.039 -5.762 -5.063
H 5.690 -4.254 -4.003
H 5.207 -5.522 -2.861
*
```

---

Record 2
This record from the OMol25 dataset describes C23H42N2O3OsS4Si2Te as an isolated structure in a non-equilibrium geometry. The level of theory is ωB97M-V/def2-TZVPD.

## Properties
Relative energy (zero: lowest compared OMol25 entry of this formula, charge and spin), kJ/mol: 107.2
Gap between HOMO and LUMO, eV: 5.869
DFT total energy, eV: -102499.9010
LUMO level, eV: -7.8

Geometry as ORCA input:
```
! RIJCOSX wB97M-V def2-TZVPD def2/J DEFGRID3
* xyz 2 1
Os -0.635 -0.399 0.872
O -6.218 -4.122 1.754
C -5.253 -3.464 1.601
S -4.742 -2.828 -0.015
C -3.330 -2.031 0.588
C -3.062 -2.102 1.943
S -1.661 -1.315 2.536
S -4.144 -3.007 2.952
S -2.277 -1.118 -0.401
C 1.901 0.721 -2.709
C 1.979 0.112 -1.330
O 0.786 -0.676 -0.997
H 2.781 1.342 -2.879
H 1.018 1.345 -2.850
H 1.905 -0.059 -3.475
H 2.056 0.870 -0.550
H 2.845 -0.545 -1.246
H 0.513 -1.142 -1.799
C -2.992 4.906 -5.877
C -2.596 3.540 -5.341
N -2.475 3.499 -3.874
C -3.700 3.719 -3.095
C -3.946 5.151 -2.636
C -1.335 3.014 -3.350
O -0.367 2.611 -3.984
C -1.199 2.941 -1.844
C -1.102 4.055 -1.020
C -0.868 3.874 0.334
C -0.741 2.593 0.828
N -0.779 1.514 0.023
C -0.999 1.695 -1.286
H -2.957 4.882 -6.966
H -2.302 5.678 -5.535
H -4.006 5.186 -5.591
H -1.636 3.235 -5.744
H -3.335 2.789 -5.633
H -3.701 3.044 -2.237
H -4.524 3.397 -3.735
H -3.313 5.428 -1.795
H -4.982 5.256 -2.311
H -3.771 5.863 -3.440
H -1.205 5.049 -1.432
H -0.798 4.715 1.009
H -0.595 2.406 1.885
H -1.009 0.815 -1.909
C 3.326 -4.001 -1.136
Si 2.661 -4.703 0.462
C 2.088 -6.462 0.292
C 3.899 -4.490 1.845
C 1.106 -3.666 0.897
Te 1.596 -1.698 1.516
C 1.565 -1.976 3.607
Si 2.018 -0.337 4.465
C 0.802 0.946 3.762
C 3.747 0.129 3.949
C 1.840 -0.550 6.298
H 4.186 -4.584 -1.474
H 3.667 -2.968 -1.023
H 2.578 -4.035 -1.932
H 2.903 -7.093 -0.070
H 1.264 -6.551 -0.419
H 1.756 -6.870 1.249
H 4.840 -4.974 1.575
H 3.555 -4.951 2.774
H 4.140 -3.441 2.045
H 0.524 -4.088 1.717
H 0.452 -3.541 0.031
H 2.291 -2.760 3.835
H 0.575 -2.343 3.880
H 0.267 0.561 2.869
H 1.325 1.857 3.463
H 0.022 1.221 4.475
H 3.848 0.246 2.867
H 4.478 -0.614 4.275
H 4.030 1.081 4.405
H 0.814 -0.800 6.577
H 2.114 0.367 6.824
H 2.493 -1.345 6.663
*
```

---

Record 3
This record from the OMol25 dataset describes an isolated molecule of C5H7NO. The level of theory is ωB97M-V/def2-TZVPD.

## Properties
Relative energy (zero: lowest compared OMol25 entry of this formula, charge and spin), kJ/mol: 129.3
Gap between HOMO and LUMO, eV: 9.622
SMILES: C1=CN=COCC1
DFT total energy, eV: -8834.8625
LUMO level, eV: 0.9

Geometry as ORCA input:
```
! RIJCOSX wB97M-V def2-TZVPD def2/J DEFGRID3
* xyz 0 1
C 0.739 0.606 -0.787
C -0.085 1.407 0.174
C -0.016 -0.662 -1.201
O 0.121 -1.708 -0.240
C -0.116 -1.481 1.066
N -0.457 -0.456 1.730
C -0.636 0.851 1.258
H 1.691 0.298 -0.332
H 0.993 1.196 -1.674
H -0.302 2.447 -0.053
H 0.372 -1.095 -2.127
H -1.079 -0.438 -1.338
H 0.024 -2.422 1.600
H -1.247 1.456 1.925
*
```

---

Record 4
This record from the OMol25 dataset describes a 13-piece molecular cluster, H26O13 overall in a non-equilibrium geometry. The level of theory is ωB97M-V/def2-TZVPD.

## Properties
Relative energy (zero: lowest compared OMol25 entry of this formula, charge and spin), kJ/mol: 509.9
Gap between HOMO and LUMO, eV: 9.797
DFT total energy, eV: -27036.6626
LUMO level, eV: -0.2

Geometry as ORCA input:
```
! RIJCOSX wB97M-V def2-TZVPD def2/J DEFGRID3
* xyz 0 1
H -0.290 0.383 -0.522
H 0.114 -0.038 0.881
H -1.002 2.011 3.348
H -0.272 3.313 3.063
H 2.273 0.624 -0.792
H 2.588 -0.860 -0.875
H -5.044 0.428 -0.368
H -5.034 0.213 1.136
H -1.148 -1.838 -3.363
H -1.267 -0.608 -2.479
H -1.739 -2.324 0.276
H -0.690 -3.322 -0.186
H -0.106 0.565 4.882
H 0.852 0.614 6.062
H -2.922 0.308 1.616
H -2.829 -0.608 2.826
H -2.344 1.990 -4.721
H -1.252 2.522 -3.807
H 3.763 -3.386 0.076
H 3.869 -1.878 -0.086
H 1.282 2.383 -3.376
H -0.081 2.278 -2.713
H 2.596 -1.247 -2.563
H 1.580 -2.052 -3.357
H 3.110 0.642 3.003
H 3.637 0.703 1.579
O -0.107 -0.396 0.015
O -0.431 2.668 3.761
O 1.934 -0.206 -1.145
O -4.478 0.509 0.407
O -1.343 -0.895 -3.396
O -1.256 -3.107 0.564
O 0.245 0.025 5.599
O -2.565 0.264 2.510
O -1.413 2.238 -4.714
O 3.974 -2.582 0.564
O 0.692 1.753 -2.948
O 1.748 -1.167 -3.014
O 3.355 0.081 2.259
*
```

---

Record 5
This record from the OMol25 dataset describes a 2-piece molecular cluster, C4H3N3O2 overall in a non-equilibrium geometry. The level of theory is ωB97M-V/def2-TZVPD.

## Properties
Relative energy (zero: lowest compared OMol25 entry of this formula, charge and spin), kJ/mol: 896.6
Gap between HOMO and LUMO, eV: 5.723
DFT total energy, eV: -12751.4946
LUMO level, eV: -3.4

Geometry as ORCA input:
```
! RIJCOSX wB97M-V def2-TZVPD def2/J DEFGRID3
* xyz 0 1
C 1.692 0.016 -0.206
C -0.372 0.984 0.044
C -1.705 0.695 0.157
C -1.750 -0.617 -0.264
H 2.478 -1.831 1.524
H -2.604 1.546 -0.169
H -2.447 -1.504 -0.458
N 1.742 1.317 -0.191
N 0.446 1.912 -0.106
N 0.377 -0.295 0.022
O 2.762 -0.829 -0.190
O -0.619 -1.394 -0.163
*
```

---

Record 6
This record from the OMol25 dataset describes an isolated molecule of C2H3NOS in a non-equilibrium geometry. The level of theory is ωB97M-V/def2-TZVPD.

## Properties
Relative energy (zero: lowest compared OMol25 entry of this formula, charge and spin), kJ/mol: 307.9
Gap between HOMO and LUMO, eV: 8.132
DFT total energy, eV: -16492.0072
LUMO level, eV: -0.3

Geometry as ORCA input:
```
! RIJCOSX wB97M-V def2-TZVPD def2/J DEFGRID3
* xyz 0 1
C -0.480 -1.046 0.537
C 0.516 0.785 -0.245
N -0.523 -0.252 -0.521
O 1.086 0.339 0.882
S -0.479 -2.253 1.458
H 1.372 0.842 -0.998
H 0.010 1.814 -0.197
H -1.503 -0.229 -0.916
*
```

---

Record 7
This record from the OMol25 dataset describes a 2-piece molecular cluster, C6H17N2 overall in a non-equilibrium geometry. The level of theory is ωB97M-V/def2-TZVPD.

## Properties
Relative energy (zero: lowest compared OMol25 entry of this formula, charge and spin), kJ/mol: 521.9
Gap between HOMO and LUMO, eV: 6.223
DFT total energy, eV: -9466.6257
LUMO level, eV: -7.6

Geometry as ORCA input:
```
! RIJCOSX wB97M-V def2-TZVPD def2/J DEFGRID3
* xyz 1 1
C -0.222 -1.013 -1.372
N 0.191 -0.312 -0.314
C -0.691 0.374 0.445
C -0.673 0.024 1.978
C 0.341 0.843 2.800
C -2.072 0.263 2.511
C 0.152 -0.247 -2.738
N 1.569 0.063 -2.833
H -1.298 -1.217 -1.428
H 0.361 -1.938 -1.483
H 2.039 -0.062 -1.945
H -0.313 1.396 0.399
H -1.716 0.434 0.060
H -0.432 -1.028 2.104
H 0.066 1.885 2.675
H 1.357 0.649 2.467
H 0.216 0.628 3.856
H -2.382 1.315 2.500
H -2.850 -0.253 1.949
H -2.190 -0.003 3.558
H -0.174 -0.862 -3.576
H -0.521 0.608 -2.787
H 6.039 -0.289 -1.743
H 1.674 1.048 -3.053
H 5.747 -0.971 -1.631
*
```

---

Record 8
This record from the OMol25 dataset describes an isolated molecule of C8H10ClN3O in a non-equilibrium geometry. The level of theory is ωB97M-V/def2-TZVPD.

## Properties
Relative energy (zero: lowest compared OMol25 entry of this formula, charge and spin), kJ/mol: 339.5
Gap between HOMO and LUMO, eV: 9.211
SMILES: Clc1ccc(OC[C@@H]2CCN2)nn1
DFT total energy, eV: -27494.5075
LUMO level, eV: -0.1

Geometry as ORCA input:
```
! RIJCOSX wB97M-V def2-TZVPD def2/J DEFGRID3
* xyz 0 1
C 4.143 -0.291 -0.018
C 3.846 1.084 -0.077
C 2.505 1.343 -0.263
C 1.603 0.254 -0.208
C -0.559 -0.695 -0.268
C -1.912 -0.192 -0.718
C -2.563 0.806 0.357
C -3.586 -0.355 0.759
H 4.664 1.790 -0.045
H 2.047 2.398 -0.332
H -0.499 -0.876 0.860
H -0.287 -1.753 -0.678
H -1.723 0.123 -1.730
H -3.216 1.648 0.041
H -1.881 1.376 0.976
H -3.500 -0.868 1.827
H -4.641 -0.009 0.661
H -2.713 -2.128 -0.178
N -3.117 -1.117 -0.468
N 1.987 -1.061 -0.167
N 3.361 -1.318 -0.066
O 0.296 0.410 -0.436
Cl 5.745 -0.570 0.170
*
```

---

Record 9
This record from the OMol25 dataset describes a 2-piece molecular cluster, C6H13FNO3S overall in a non-equilibrium geometry. The level of theory is ωB97M-V/def2-TZVPD.

## Properties
Relative energy (zero: lowest compared OMol25 entry of this formula, charge and spin), kJ/mol: 133.3
Gap between HOMO and LUMO, eV: 10.769
DFT total energy, eV: -27607.5786
LUMO level, eV: -4.3

Geometry as ORCA input:
```
! RIJCOSX wB97M-V def2-TZVPD def2/J DEFGRID3
* xyz 1 1
C 0.352 -1.201 2.422
C -1.157 -0.867 1.732
C 1.493 -0.364 1.780
C -0.933 -0.777 0.341
C 1.533 -0.922 0.345
C 0.280 1.439 -3.501
N 0.206 -0.791 -0.313
O -0.818 1.732 -0.975
O -1.979 0.226 -2.646
O 0.356 -0.339 -1.577
F -1.485 2.334 1.389
S -0.774 0.901 -2.166
H 0.201 -1.186 3.516
H 0.471 -2.257 2.322
H -1.949 -1.548 2.058
H -1.411 0.150 1.967
H 1.456 0.799 1.822
H 2.415 -0.878 2.141
H -1.864 -0.611 -0.174
H -1.481 2.294 0.435
H 2.274 -0.521 -0.305
H 1.712 -2.045 0.296
H -0.185 2.362 -3.953
H 1.166 1.451 -2.852
H 0.123 0.620 -4.103
*
```

---

Record 10
This record from the OMol25 dataset describes an isolated molecule of C20H20N6O9S in a non-equilibrium geometry. The level of theory is ωB97M-V/def2-TZVPD.

## Properties
Relative energy (zero: lowest compared OMol25 entry of this formula, charge and spin), kJ/mol: 0.0
Gap between HOMO and LUMO, eV: 8.325
SMILES: CO[C@@]1(NC(=O)[C@@H](C(=O)O)c2ccc(O)cc2)C(=O)N2C(C(=O)O)=C(CSc3nnnn3C)CO[C@@H]21
DFT total energy, eV: -59267.2225
LUMO level, eV: 0.1

Geometry as ORCA input:
```
! RIJCOSX wB97M-V def2-TZVPD def2/J DEFGRID3
* xyz 0 1
C -5.479 -0.667 -0.783
H -6.292 -0.769 -1.498
H -5.572 0.278 -0.242
H -5.499 -1.494 -0.071
O -4.287 -0.693 -1.561
C -3.125 -0.551 -0.821
N -2.961 0.799 -0.347
C -2.062 1.056 0.638
O -1.576 0.179 1.313
C -1.707 2.537 0.776
C -0.368 2.664 0.091
C -0.285 3.200 -1.188
C 0.916 3.227 -1.866
C 2.071 2.721 -1.271
C 1.991 2.222 0.027
C 0.781 2.170 0.690
H 0.729 1.747 1.680
H 2.886 1.881 0.522
O 3.219 2.737 -1.980
H 3.901 2.193 -1.545
H 0.983 3.631 -2.864
H -1.169 3.599 -1.666
C -1.729 2.916 2.246
O -0.795 3.119 2.964
O -3.000 3.010 2.662
H -3.032 3.212 3.611
H -2.465 3.143 0.273
H -3.198 1.518 -1.017
C -1.871 -1.109 -1.560
N -1.739 -2.091 -0.498
C -2.809 -1.639 0.253
O -3.367 -2.061 1.216
C -0.501 -2.666 -0.251
C 0.564 -2.172 -0.922
C 1.913 -2.792 -0.857
H 2.578 -2.381 -1.615
H 1.862 -3.878 -0.918
S 2.714 -2.479 0.764
C 3.668 -1.117 0.308
N 3.697 -0.465 -0.841
N 4.591 0.502 -0.686
N 5.111 0.486 0.470
N 4.560 -0.523 1.145
C 4.881 -0.855 2.497
H 5.218 -1.890 2.555
H 3.999 -0.735 3.129
H 5.671 -0.183 2.827
C 0.429 -0.946 -1.785
H 1.215 -0.229 -1.530
O -0.791 -0.240 -1.622
H 0.557 -1.231 -2.843
C -0.417 -3.796 0.698
O 0.620 -4.241 1.134
O -1.607 -4.293 1.005
H -1.532 -4.985 1.681
H -2.088 -1.578 -2.531
*
```

---

Record 11
This record from the OMol25 dataset describes an isolated molecule of C20H21FN2O2. The level of theory is ωB97M-V/def2-TZVPD.

## Properties
Relative energy (zero: lowest compared OMol25 entry of this formula, charge and spin), kJ/mol: 123.2
Gap between HOMO and LUMO, eV: 7.630
SMILES: O=C(CCC(=O)N1CCN(c2ccc(F)cc2)CC1)c1ccccc1
DFT total energy, eV: -30874.0048
LUMO level, eV: 0.1

Geometry as ORCA input:
```
! RIJCOSX wB97M-V def2-TZVPD def2/J DEFGRID3
* xyz 0 1
O -1.523 -0.322 -0.534
C -2.704 -0.054 -0.458
C -3.716 -1.106 -0.201
C -5.075 -0.842 -0.031
C -5.959 -1.877 0.207
C -5.506 -3.185 0.279
C -4.158 -3.459 0.113
C -3.272 -2.428 -0.124
H -2.217 -2.621 -0.255
H -3.801 -4.477 0.169
H -6.203 -3.989 0.465
H -7.010 -1.664 0.340
H -5.449 0.169 -0.077
C -3.204 1.366 -0.622
C -2.038 2.324 -0.874
H -1.493 2.015 -1.761
C -1.173 2.326 0.379
O -1.683 2.510 1.471
N 0.160 2.144 0.245
C 0.826 1.780 -0.993
H 0.456 0.807 -1.340
C 2.339 1.694 -0.789
N 2.666 0.724 0.227
C 3.754 -0.106 0.131
C 3.827 -1.289 0.881
C 4.927 -2.118 0.802
C 5.972 -1.779 -0.037
C 5.936 -0.621 -0.790
C 4.838 0.211 -0.700
H 4.839 1.126 -1.269
H 6.767 -0.372 -1.430
F 7.052 -2.595 -0.120
H 4.976 -3.028 1.378
H 3.009 -1.577 1.520
C 1.705 0.600 1.301
H 2.232 0.385 2.236
C 0.943 1.912 1.442
H 0.247 1.868 2.282
H 1.640 2.741 1.609
H 0.983 -0.207 1.107
H 2.733 2.689 -0.533
H 2.784 1.387 -1.739
H 0.627 2.536 -1.759
H -2.424 3.334 -1.019
H -3.928 1.408 -1.438
H -3.701 1.659 0.306
*
```